Formula: C19H32BrF9N2OSSi2
Source: the OMol25 dataset
Level of theory: the ωB97M-V functional and the def2-TZVPD basis

Cartesian coordinates (Å):
O: 0.08657 0.10511 7.86753
C: -0.29515 -0.98337 8.17401
Br: 0.88864 -2.29660 8.98558
C: -1.79171 -1.34791 7.91544
C: -1.97057 -1.33066 6.39411
C: -1.24978 -2.25409 5.65962
C: -1.35978 -2.25203 4.27147
C: -2.20844 -1.29630 3.66063
C: -2.32090 -1.25192 2.13010
C: -3.01189 0.03697 1.63251
C: -2.55133 0.42065 0.19539
C: -1.13069 1.01969 0.20884
C: -1.05314 2.50777 0.63366
F: -2.36020 2.88721 0.93225
F: -0.71889 3.31754 -0.37881
C: -0.27984 2.82167 1.94486
F: -0.42551 4.13407 2.18148
F: -0.85338 2.22055 3.01732
S: 1.53857 2.40422 1.97444
F: 1.61179 2.10304 0.41161
F: 1.90117 3.93634 1.64510
F: 1.61473 2.82436 3.53322
F: 1.29762 0.88230 2.37729
F: 3.10160 2.12540 2.04573
C: -2.89955 -0.44022 4.47249
N: -2.78000 -0.45067 5.81671
H: -2.35575 -0.50401 8.34343
H: -2.08187 -2.30842 8.35404
H: -0.58941 -2.95109 6.17402
H: -0.78857 -2.96958 3.68110
H: -1.28632 -1.29687 1.74963
H: -2.85173 -2.16178 1.80929
H: -4.10679 -0.10932 1.64714
H: -2.81632 0.91239 2.26848
H: -2.46889 -0.54272 -0.34239
H: -3.29806 1.00416 -0.35039
H: -0.75883 0.98158 -0.82946
H: -0.49017 0.35427 0.80134
H: -3.55941 0.31513 4.04735
H: -3.28555 0.21520 6.39316
C: 2.41624 -0.58767 -1.68137
Si: 2.36248 -0.10916 -3.50461
C: 4.13566 -0.22887 -4.14802
C: 1.82085 1.70435 -3.57244
N: 1.29524 -1.14864 -4.29316
Si: 0.95415 -1.06267 -5.94690
C: 2.47037 -1.35453 -7.03805
C: 0.16059 0.57637 -6.46163
C: -0.29088 -2.42330 -6.37649
H: 3.09979 0.07962 -1.14080
H: 1.42140 -0.49545 -1.23339
H: 2.76675 -1.61399 -1.55538
H: 4.82835 0.28499 -3.46874
H: 4.24136 0.23764 -5.12877
H: 4.44930 -1.27189 -4.21926
H: 0.76748 1.80404 -3.29855
H: 1.96578 2.13198 -4.56562
H: 2.41005 2.31026 -2.87069
H: 3.15200 -0.50171 -7.02128
H: 2.16891 -1.50751 -8.08183
H: 3.01402 -2.24354 -6.71272
H: -0.66391 0.83250 -5.79286
H: -0.24175 0.50549 -7.47990
H: 0.88279 1.39522 -6.45691
H: -1.21572 -2.29212 -5.80932
H: 0.12287 -3.40769 -6.14637
H: -0.53648 -2.39576 -7.44424

Cartesian forces (eV/Å) of the 3 atoms listed first:
-0.05 -1.10 0.34
-0.21 1.16 -0.21
-0.58 0.27 -0.30

Values from the calculation:
Lowest unoccupied orbital energy: -3.07 eV
E: -146337.8410 eV
Multiplicity: 1
Frontier orbital gap: 0.0675 hartree